Molecular formula: C2H14N2O3
Method: DFT, ωB97M-V/def2-TZVPD

Output
SMILES = CNCN.O.O.O
gap between HOMO and LUMO = 9.34 eV
max |F| = 1.31 eV/A
LUMO = 0.4 eV
total charge = 0
spin multiplicity = 1
ΔE to the lowest compared entry with this formula, charge and spin = 127.6 kJ/mol

Each line ends with the natural charge from an NBO analysis.
Cartesian coordinates (Å):
1 C 0.73669 -1.72682 1.58125  -0.408
2 N 1.46793 -0.79391 0.71118  -0.655
3 C 0.99717 -0.79101 -0.64541  -0.055
4 N 1.05180 0.55139 -1.23066  -0.834
5 H 1.36988 -2.08781 2.37484  0.207
6 H 0.32465 -2.57120 1.01675  0.165
7 H -0.17218 -1.21712 1.89500  0.202
8 H 2.46824 -0.84085 0.81189  0.366
9 H 1.49861 -1.51397 -1.30855  0.142
10 H -0.05341 -1.08810 -0.62455  0.174
11 H 0.38059 0.64277 -1.96380  0.353
12 H 1.96267 0.70514 -1.64250  0.351
13 H 0.43551 1.06862 1.44780  0.490
14 H 0.69683 1.97848 2.61185  0.470
15 O 0.17435 1.20376 2.37574  -0.966
16 H -2.70848 0.47992 -3.53532  0.469
17 H -1.38303 0.11422 -3.01391  0.456
18 O -2.04353 0.81172 -2.90584  -0.925
19 H -1.82447 1.47769 1.15417  0.477
20 H -2.89861 1.51627 0.11223  0.462
21 O -2.48122 2.08080 0.77783  -0.941


Molecular formula: C2H14N2O3
Method: DFT, ωB97M-V/def2-TZVPD

Output
SMILES = NCCN.O.O.O
gap between HOMO and LUMO = 10.28 eV
max |F| = 3.80 eV/A
LUMO = 0.5 eV
total charge = 0
spin multiplicity = 1
ΔE to the lowest compared entry with this formula, charge and spin = 190.0 kJ/mol

Each line ends with the natural charge from an NBO analysis.
Cartesian coordinates (Å):
1 N -0.25340 -0.64846 1.89405  -0.847
2 C 0.99340 -0.06638 1.39056  -0.236
3 C 0.66527 0.24370 -0.11862  -0.223
4 N 1.74067 0.98177 -0.92865  -0.871
5 H -0.04681 -1.60382 1.65349  0.367
6 H -0.50307 -0.46499 2.86173  0.375
7 H 1.25037 0.88123 1.82938  0.184
8 H 1.92736 -0.70751 1.39273  0.173
9 H -0.34016 0.82092 -0.07641  0.178
10 H 0.38912 -0.73449 -0.59035  0.181
11 H 1.93213 1.75170 -0.28906  0.349
12 H 1.38915 1.47618 -1.81099  0.374
13 H 3.52789 -0.45788 -0.35001  0.471
14 H 4.22144 -0.39222 -1.64875  0.466
15 O 4.44143 -0.58833 -0.63591  -0.943
16 H -3.18401 -1.61741 -2.81613  0.465
17 H -4.48924 -1.00024 -2.48015  0.467
18 O -3.88064 -1.06587 -3.25201  -0.932
19 H -3.29136 1.55939 0.70382  0.469
20 H -3.00175 0.85199 2.05663  0.472
21 O -3.48778 0.78070 1.21464  -0.941


Molecular formula: C2H14N2O3
Method: DFT, ωB97M-V/def2-TZVPD

Output
gap between HOMO and LUMO (spin up / spin down) = 11.48 / 5.76 eV
max |F| = 1.46 eV/A
LUMO (spin up / spin down) = -3.3 / -8.3 eV
total charge = +1
spin multiplicity = 2
ΔE to the lowest compared entry with this formula, charge and spin = 42.5 kJ/mol

Each line ends with the Mulliken spin population.
Cartesian coordinates (Å):
1 N 1.17614 -1.19213 -0.48219  0.412
2 C 0.09797 -0.37342 -0.80499  0.091
3 C -1.10079 -0.47611 0.27257  0.085
4 N -2.24630 0.12799 -0.29337  0.268
5 H 1.68168 -1.04967 0.39208  -0.009
6 H 1.87800 -1.31846 -1.21644  0.002
7 H -0.32000 -0.64998 -1.75768  0.010
8 H 0.39163 0.69597 -0.79666  0.091
9 H -1.20950 -1.52466 0.53037  0.010
10 H -0.85710 0.08402 1.17431  0.000
11 H -2.90144 -0.47637 -0.75528  -0.006
12 H -2.59245 0.94254 0.17511  -0.005
13 H -0.95963 2.46434 -1.37208  -0.005
14 H 0.45950 3.02432 -0.77758  -0.002
15 O -0.02958 2.64025 -1.53115  0.049
16 H 2.26385 2.04540 1.43595  0.000
17 H 0.75094 2.31569 1.42472  0.000
18 O 1.56697 2.46020 0.91626  0.000
19 H 0.42666 -2.69582 1.15069  -0.005
20 H -0.28065 -4.06321 0.99650  -0.001
21 O 0.25724 -3.53332 1.60131  0.015


Molecular formula: C2H14NO3
Method: DFT, ωB97M-V/def2-TZVPD

Output
gap between HOMO and LUMO = 11.76 eV
max |F| = 1.60 eV/A
LUMO = -2.9 eV
total charge = +1
spin multiplicity = 1
ΔE to the lowest compared entry with this formula, charge and spin = 85.3 kJ/mol

Each line ends with the natural charge from an NBO analysis.
Cartesian coordinates (Å):
1 C -0.82285 0.80301 -0.05445  -0.418
2 N 0.40777 0.66830 -0.94158  -0.523
3 C 0.17794 0.21521 -2.33161  -0.418
4 H -1.07342 1.85732 -0.00256  0.221
5 H -0.53294 0.43055 0.93029  0.253
6 H -1.63057 0.20497 -0.45381  0.244
7 H 0.90328 1.54530 -0.80323  0.426
8 H 1.08853 0.03391 -0.46264  0.479
9 H -0.85545 0.37439 -2.59173  0.232
10 H 0.77193 0.74596 -3.05214  0.235
11 H 0.34869 -0.85156 -2.41620  0.238
12 H 2.80691 -1.01869 1.24490  0.509
13 H 2.60577 0.52911 1.33642  0.494
14 O 2.44792 -0.24933 0.79436  -0.975
15 H -1.83677 0.93497 3.67927  0.479
16 H -0.45605 0.99690 4.31324  0.481
17 O -0.91580 0.69817 3.52236  -0.957
18 H -0.72256 -2.93538 -1.50414  0.484
19 H -1.57753 -2.73822 -0.25362  0.490
20 O -1.13481 -2.24488 -0.95315  -0.970


Molecular formula: C2H14NO4
Method: DFT, ωB97M-V/def2-TZVPD

Output
gap between HOMO and LUMO (spin up / spin down) = 4.48 / 9.43 eV
max |F| = 6.65 eV/A
LUMO (spin up / spin down) = 0.5 / 0.5 eV
total charge = 0
spin multiplicity = 2
ΔE to the lowest compared entry with this formula, charge and spin = 104.4 kJ/mol

Each line ends with the Mulliken spin population.
Cartesian coordinates (Å):
1 C 0.19127 0.34061 -1.84027  -0.021
2 C 0.52181 2.01493 0.00152  0.720
3 N 0.12904 0.82504 -0.36663  0.295
4 H 0.49830 -0.70171 -1.95769  0.004
5 H 0.78414 0.97643 -2.51841  0.013
6 H -0.87781 0.49499 -2.14364  -0.001
7 H 0.76938 2.80518 -0.85256  0.014
8 H 0.42777 2.09370 1.08064  -0.026
9 H -0.27564 0.12633 0.32017  -0.025
10 H 1.64682 -1.24867 2.63450  0.001
11 H 0.46949 -1.51063 3.47879  -0.001
12 O 0.67970 -1.43279 2.53570  0.000
13 H 2.96527 -1.27583 -2.73428  -0.002
14 H 2.80521 -2.28015 -1.50914  -0.001
15 O 2.44503 -1.54045 -1.85409  0.010
16 H -2.14002 1.61503 2.31913  -0.007
17 H -1.34046 0.61966 2.84621  -0.001
18 O -1.25514 1.21351 2.08092  0.026
19 H -3.28324 -0.62237 -0.93450  0.000
20 H -2.54485 -1.74547 -0.24135  -0.002
21 O -2.61605 -0.76733 -0.34502  0.002


Molecular formula: C2H14O5
Method: DFT, ωB97M-V/def2-TZVPD

Output
SMILES = C=C.O.O.O.O.O
gap between HOMO and LUMO = 10.86 eV
max |F| = 3.89 eV/A
LUMO = 0.5 eV
total charge = 0
spin multiplicity = 1
ΔE to the lowest compared entry with this formula, charge and spin = 200.2 kJ/mol

Each line ends with the natural charge from an NBO analysis.
Cartesian coordinates (Å):
1 C -0.31828 2.96024 0.32685  -0.453
2 C -0.47489 1.58090 0.17196  -0.412
3 H -0.32576 3.61421 -0.55501  0.209
4 H -0.45224 3.52134 1.44574  0.218
5 H -0.52063 1.17551 -0.85890  0.208
6 H -0.78198 0.80469 1.03953  0.239
7 H 1.47157 1.92020 -0.35093  0.493
8 H 2.86996 1.83299 -0.75381  0.472
9 O 2.16864 1.28290 -0.40180  -0.970
10 H -0.61376 -0.62272 -1.46181  0.455
11 H -2.06049 -0.94719 -1.64589  0.496
12 O -1.24234 -0.81591 -2.20268  -0.951
13 H -3.16610 -1.34175 1.15542  0.471
14 H -1.88722 -1.57955 0.55716  0.496
15 O -2.76080 -1.19397 0.28983  -0.986
16 H 0.01962 -2.35818 -0.24470  0.481
17 H 0.66095 -1.68863 0.97064  0.515
18 O -0.18358 -2.06650 0.66265  -0.986
19 H 2.59594 -0.10317 0.80114  0.500
20 H 3.01656 -1.53369 0.61947  0.470
21 O 2.50965 -0.94913 1.18814  -0.966


Molecular formula: C2H14O5
Method: DFT, ωB97M-V/def2-TZVPD

Output
SMILES = C=C.O.O.O.O.O
gap between HOMO and LUMO = 10.41 eV
max |F| = 6.60 eV/A
LUMO = 0.4 eV
total charge = 0
spin multiplicity = 1
ΔE to the lowest compared entry with this formula, charge and spin = 290.9 kJ/mol

Each line ends with the natural charge from an NBO analysis.
Cartesian coordinates (Å):
1 C 0.11175 -1.07434 0.61529  -0.398
2 C 0.89247 -0.53815 -0.34247  -0.409
3 H -0.65396 -0.40180 0.97831  0.198
4 H 0.24533 -1.94360 1.39182  0.225
5 H 0.73235 0.44953 -0.81044  0.209
6 H 1.68583 -0.99101 -0.62480  0.166
7 H -0.81780 -1.62662 -1.29580  0.496
8 H -1.69136 -2.38711 -2.41135  0.478
9 O -1.59684 -1.51035 -1.87789  -0.973
10 H 1.29635 -0.23222 2.79799  0.518
11 H -0.11115 -0.90906 3.67811  0.486
12 O 0.32333 -0.15610 3.04833  -0.996
13 H 3.36033 -0.11887 1.32450  0.474
14 H 2.87782 1.30690 1.22564  0.480
15 O 2.96096 0.61316 1.90701  -0.942
16 H -0.92362 1.42133 -0.45041  0.474
17 H -2.25395 1.42862 0.25168  0.480
18 O -1.84238 1.70955 -0.55205  -0.944
19 H -1.32835 1.42299 -2.28219  0.483
20 H -1.18756 0.00511 -2.85858  0.493
21 O -0.75202 0.87508 -2.84431  -0.998


Molecular formula: C2H15NO4
Method: DFT, ωB97M-V/def2-TZVPD

Output
gap between HOMO and LUMO (spin up / spin down) = 2.20 / 8.73 eV
max |F| = 3.63 eV/A
LUMO (spin up / spin down) = 3.0 / 2.9 eV
total charge = -1
spin multiplicity = 2
ΔE to the lowest compared entry with this formula, charge and spin = 33.0 kJ/mol

Each line ends with the Mulliken spin population.
Cartesian coordinates (Å):
1 C -0.49060 1.92848 0.84877  0.028
2 C 0.83885 1.11842 0.76577  0.573
3 N 0.78983 -0.14390 -0.04684  0.369
4 H -0.92586 2.07335 -0.17958  -0.038
5 H -0.23912 2.91596 1.27101  0.004
6 H -1.20552 1.42831 1.49178  -0.047
7 H 1.38458 1.09518 1.69573  -0.126
8 H 1.45395 1.74450 0.08429  0.008
9 H 1.68517 -0.64754 -0.24533  -0.433
10 H 0.22235 -0.06960 -0.84608  -0.039
11 H 4.17639 -2.43635 -0.85253  -0.617
12 H 3.98830 -1.38832 0.21427  -0.220
13 O 3.62005 -1.62927 -0.65471  1.474
14 H -2.25985 -0.86681 0.33144  -0.011
15 H -3.40971 -1.37743 -0.45004  -0.015
16 O -3.02013 -0.53622 -0.22765  0.093
17 H -2.06162 -0.02819 -1.77193  0.014
18 H -1.67625 0.70453 -3.20794  -0.001
19 O -1.48955 0.64762 -2.27750  -0.005
20 H -0.35323 -1.65080 2.10028  -0.021
21 H -0.18605 -1.19607 0.67576  0.020
22 O -0.84199 -1.68585 1.28105  -0.008